Computed, not measured: a molecular structure, C19H14BrN2PdS, with ωB97M-V/def2-TZVPD.

Last column: natural (NBO) charge in e.
CARTESIAN COORDINATES (ANGSTROEM)
1 Pd 0.232028 -0.154747 0.020673  0.76
2 S 4.324632 1.921346 -0.018422  0.69
3 C 4.667819 0.269486 0.001505  -0.08
4 C 5.914615 -0.336304 0.004892  -0.27
5 C 5.936087 -1.712863 0.023272  0.07
6 C 4.738078 -2.525983 0.039180  -0.16
7 C 3.514482 -1.964695 0.036049  -0.12
8 C 3.420964 -0.532284 0.016248  0.24
9 N 2.326218 0.176611 0.010417  -0.38
10 C 2.619255 1.552275 -0.006812  0.05
11 C 1.590585 2.435353 -0.011118  0.04
12 C 1.767838 3.870395 -0.026772  -0.12
13 C 0.671068 4.656251 -0.027971  -0.19
14 C -0.618046 4.042991 -0.013772  0.10
15 C -0.819793 2.661581 0.001374  -0.30
16 C 0.259063 1.806291 0.003380  0.02
17 H 6.831306 0.238462 -0.006028  0.29
18 H 6.893844 -2.222150 0.026681  0.28
19 H 4.856199 -3.601435 0.054085  0.28
20 H 2.606569 -2.541026 0.048658  0.23
21 H 2.762694 4.299572 -0.037001  0.26
22 H 0.748402 5.735144 -0.039281  0.29
23 H -1.489298 4.690625 -0.015013  0.27
24 H -1.839840 2.308948 0.010749  0.25
25 C -0.071324 -6.053513 -0.056809  -0.65
26 C -0.695097 -4.689562 -0.022059  0.01
27 C -2.074287 -4.505227 0.013257  -0.08
28 C -2.609514 -3.223764 0.043658  -0.24
29 C -1.704266 -2.198033 0.036968  0.17
30 Br -2.241933 -0.362135 0.073015  0.28
31 N -0.380104 -2.297297 0.004977  -0.55
32 C 0.102504 -3.550668 -0.024642  0.07
33 H -0.831742 -6.830213 -0.050308  0.26
34 H 0.572885 -6.206714 0.809681  0.25
35 H 0.531282 -6.180732 -0.956787  0.25
36 H -2.737200 -5.361475 0.016587  0.27
37 H -3.675071 -3.043499 0.070692  0.28
38 H 1.173600 -3.671310 -0.053005  0.19

Atoms 1-3, force components in eV/Å:
-0.2223 0.0988 -0.0359
0.0103 0.0537 -0.0003
0.0036 0.0079 0.0011

Values from the calculation:
Charge = +3
HOMO level (spin up / spin down) = -0.6670 / -0.6670 Eh
Molar mass = 488.726 g mol⁻¹